1.
A structure of composition C20H42NOP3W. Source: the Open Molecules 2025 dataset; level of theory: ωB97M-V/def2-TZVPD.

CARTESIAN COORDINATES (ANGSTROEM)
W1 -1.0868 -0.3296 0.0432
P1 -1.1191 1.9321 0.8687
P2 -3.0801 0.5256 -0.9491
P3 1.3672 -0.3285 0.9511
H1 -1.6651 -0.7728 -2.6893
C1 -0.8490 -0.6468 -1.9243
C2 0.0540 -1.8092 -1.5316
H2 -0.5003 -2.7872 -1.3047
C3 -0.1261 3.0756 -0.2541
C4 -2.7349 2.8657 0.9158
C5 -0.5410 2.5192 2.4545
C6 -3.3774 -1.3127 -0.8412
C7 -4.8298 1.0500 -0.8860
C8 -2.6912 1.5081 -2.5043
C9 2.2288 -1.9765 1.0085
C10 1.5653 0.1969 2.6965
C11 2.5296 0.7399 0.0605
H3 -0.1708 0.1872 -2.1393
H4 0.5554 -1.9332 -2.5317
H5 -0.2664 4.1331 0.0568
H6 -0.4435 2.9612 -1.3066
H7 0.9418 2.8066 -0.1518
H8 -2.6095 3.8644 1.3530
H9 -3.4282 2.3128 1.5618
H10 -3.1949 3.0095 -0.0744
H11 -0.9041 3.4996 2.7547
H12 0.5324 2.6020 2.5282
H13 -0.8535 1.8671 3.2553
H14 -4.1714 -1.5067 -0.1135
H15 -2.3896 -1.7227 -0.3946
H16 -3.5776 -1.6495 -1.8674
H17 -5.0027 1.3686 -1.9315
H18 -4.8826 1.8757 -0.1679
H19 -5.4688 0.1945 -0.6232
H20 -3.5135 1.2291 -3.1889
H21 -1.7060 1.3552 -2.9719
H22 -2.8232 2.5518 -2.1644
H23 1.6955 -2.6832 1.6472
H24 3.2276 -1.7518 1.3912
H25 2.3050 -2.3665 -0.0055
H26 2.2868 -0.4640 3.1936
H27 0.6156 0.1533 3.2446
H28 1.9673 1.2153 2.7310
H29 3.4936 0.2424 -0.0225
H30 2.6447 1.6882 0.5724
H31 2.1958 0.9299 -0.9567
C12 3.7614 -2.0789 -2.5898
C13 3.5191 -0.7390 -3.1263
C14 4.5704 -0.0037 -3.6635
C15 5.8372 -0.5602 -3.8163
C16 6.0664 -1.8858 -3.4031
C17 5.0509 -2.6663 -2.9257
O1 2.8754 -2.6792 -1.9018
H32 1.2923 -1.1865 -0.7356
H33 2.4830 -0.3540 -3.0316
H34 4.3328 0.9731 -4.0729
H35 6.6355 0.0409 -4.2373
H36 7.0803 -2.2945 -3.5265
H37 5.1794 -3.7298 -2.7176
C18 -2.1467 -1.3885 5.5142
C19 -2.6141 -1.7278 4.0761
C20 -1.9417 -1.1875 2.9733
N1 -1.7044 -0.8572 1.8710
H38 -1.0968 -1.6511 5.6815
H39 -2.7325 -1.9030 6.2755
H40 -2.3329 -0.3151 5.6566
H41 -2.6526 -2.8145 3.9266
H42 -3.6617 -1.4112 3.9808

Atoms 1-2, force components in eV/Å:
W 3.727 0.364 0.248
P -0.406 4.818 -0.190

Results
Multiplicity ... 3
⟨S²⟩ ... 2.05
HOMO energy (alpha / beta) ... -17.72 / -18.73 eV
Frontier orbital gap (alpha / beta) ... 2.379 / 3.733 eV
Total charge ... +4
LUMO (alpha / beta) ... -15.3401 / -14.9937 eV


2.
A structure of composition C20H43BBeCl3F4N4O19S3V. Source: the Open Molecules 2025 dataset; level of theory: ωB97M-V/def2-TZVPD.

CARTESIAN COORDINATES (ANGSTROEM)
C1 2.1302 -1.3851 -0.5852
C2 1.8825 -0.3177 -1.6971
F1 1.8820 -1.0075 -2.9373
C3 0.5418 0.4627 -1.5718
O1 -0.1291 0.4689 -0.2892
S1 -1.4550 1.4398 -0.5231
O2 -2.4775 0.4978 -0.8846
O3 -1.7300 2.1387 0.6944
O4 -0.8662 2.3474 -1.7669
C4 0.5438 2.0093 -1.9042
B1 1.5587 2.8182 -0.9558
N1 2.8167 3.3316 -1.5189
O5 1.3296 3.0362 0.4446
H1 3.1012 -1.2212 -0.0617
H2 1.3247 -1.4630 0.1762
H3 2.2118 -2.3843 -1.0807
H4 2.7819 0.3471 -1.7135
H5 -0.1284 0.0152 -2.3543
H6 0.8697 2.1570 -2.9577
H7 3.4250 2.5136 -1.6792
H8 2.5666 3.6935 -2.4484
H9 2.1099 2.6220 0.8837
O6 4.3003 1.4579 -0.0052
V1 5.5661 2.5417 0.4732
O7 6.7892 3.6340 0.9253
C5 -6.2154 0.4672 0.5449
C6 -5.7568 -0.2532 -0.6923
O8 -6.8330 -1.1221 -0.9701
C7 -7.9549 -0.5901 -0.3892
O9 -9.0552 -0.9906 -0.5728
O10 -7.6362 0.4471 0.4231
H10 -5.8452 1.4788 0.6101
H11 -5.9370 -0.0699 1.4579
H12 -5.6149 0.4340 -1.5596
H13 -4.8320 -0.8146 -0.5350
C8 0.9766 -6.4993 -4.7260
C9 2.0199 -6.5016 -3.6099
C10 1.5864 -5.7141 -2.3645
O11 1.6769 -4.3005 -2.5068
C11 0.5786 -3.7007 -3.1739
N2 3.2930 -6.0064 -4.1452
H14 0.9471 -5.5554 -5.2689
H15 1.2035 -7.2780 -5.4579
H16 -0.0227 -6.6986 -4.3281
H17 2.1598 -7.5405 -3.3036
H18 2.2687 -5.9708 -1.5511
H19 0.5830 -6.0079 -2.0310
H20 -0.3647 -4.2094 -2.9530
H21 0.7549 -3.6792 -4.2518
H22 0.5028 -2.6710 -2.8340
H23 4.0068 -6.1021 -3.4254
H24 3.2000 -4.9985 -4.2631
Cl1 -6.5553 2.0642 -1.3621
Be1 0.8909 5.2075 0.6502
Cl2 0.9112 6.4511 2.7965
C12 0.1324 6.9849 4.3291
C13 -0.8447 8.1137 4.1048
Cl3 -0.0310 9.6205 3.6335
H25 0.9210 7.2663 5.0256
H26 -0.3880 6.1187 4.7368
H27 -1.3870 8.3216 5.0281
H28 -1.5722 7.8674 3.3322
C14 2.7896 -9.3660 -0.6466
O12 2.9844 -8.2542 -1.1080
N3 2.9076 -10.5004 -1.3931
N4 2.4374 -9.5691 0.6546
H29 2.7519 -11.4234 -1.0340
H30 3.1660 -10.3893 -2.3574
H31 2.3410 -8.7553 1.2351
H32 2.2726 -10.4740 1.0535
C15 3.1220 -3.4094 -8.9687
S2 3.0646 -4.7237 -7.7364
O13 1.9457 -4.4100 -6.8050
C16 4.5977 -4.2695 -6.9099
H33 2.2258 -3.4763 -9.5840
H34 3.1519 -2.4378 -8.4737
H35 4.0038 -3.5392 -9.5974
H36 4.5331 -3.2425 -6.5466
H37 5.4303 -4.3711 -7.6073
H38 4.7439 -4.9459 -6.0684
C17 -2.0767 6.3695 7.4030
C18 -1.7696 5.7865 8.7665
O14 -2.5033 4.5694 8.9748
C19 -1.9666 3.4669 8.4464
O15 -0.9446 3.4353 7.8251
C20 -2.8241 2.2455 8.7863
F2 -4.1354 2.4842 8.6200
F3 -2.6540 1.8702 10.0669
F4 -2.5212 1.1889 8.0244
H39 -3.1522 6.5044 7.2769
H40 -1.5816 7.3336 7.2767
H41 -1.7446 5.7019 6.6054
H42 -2.0895 6.4789 9.5443
H43 -0.6998 5.6212 8.9020
O16 -5.5585 10.1494 3.5123
S3 -4.1034 10.2346 3.6638
O17 -3.6958 11.6348 3.5228
O18 -3.4367 9.4344 2.6297
O19 -3.7240 9.7253 4.9861

Atoms 1-2, force components in eV/Å:
C 0.145 -0.479 0.051
C 0.883 -0.633 1.182

Results
Multiplicity ... 1
HOMO energy ... -7.60 eV
Frontier orbital gap ... 1.418 eV
Total charge ... 0
LUMO ... -6.1820 eV


3.
A structure of composition C20H43BN4O7S. Source: the Open Molecules 2025 dataset; level of theory: ωB97M-V/def2-TZVPD.

CARTESIAN COORDINATES (ANGSTROEM)
N1 0.7948 2.8026 3.5717
B1 -0.3240 2.9813 2.6235
O1 -0.1562 2.9979 1.2777
C1 -1.7944 3.1191 3.2770
O2 -2.0954 1.7233 3.6021
S1 -3.0563 1.1216 2.4716
O3 -4.3637 1.0023 3.0184
O4 -2.4251 0.0150 1.8527
O5 -3.0063 2.3622 1.4854
C2 -2.9317 3.5255 2.3627
N2 -2.6483 4.7226 1.6282
H1 1.4743 3.5405 3.4086
H2 1.2571 1.9140 3.3923
H3 0.6145 2.4748 1.0010
H4 -1.7099 3.7485 4.1629
H5 -3.9048 3.5462 2.8681
H6 -3.4070 4.9344 0.9892
H7 -2.6096 5.4868 2.2958
C3 4.8017 -0.8705 3.9434
C4 3.6937 -1.1240 2.8924
C5 3.8058 -2.5141 2.2382
C6 4.8274 -2.6507 1.1103
C7 4.6827 -1.5141 0.1032
C8 4.7689 -0.1401 0.7663
N3 3.7091 -0.0597 1.8314
O6 2.5495 0.1392 1.3247
C9 6.1851 0.0791 1.3106
C10 4.5116 0.9678 -0.2484
C11 2.3621 -1.0616 3.6365
H8 5.5090 -0.1077 3.6398
H9 4.3596 -0.5119 4.8728
H10 5.3607 -1.7796 4.1669
H11 2.8235 -2.7741 1.8330
H12 4.0159 -3.2377 3.0284
H13 5.8458 -2.6949 1.5047
H14 4.6590 -3.6026 0.6033
H15 5.4579 -1.5758 -0.6643
H16 3.7196 -1.6040 -0.4078
H17 6.2670 1.0452 1.8111
H18 6.8761 0.0766 0.4668
H19 6.5196 -0.6935 1.9961
H20 3.5694 0.8280 -0.7718
H21 5.3184 0.9682 -0.9823
H22 4.4932 1.9428 0.2408
H23 2.1762 -0.0587 4.0225
H24 2.4171 -1.7465 4.4844
H25 1.5222 -1.3530 3.0111
C12 -2.4379 -0.4861 -1.3803
C13 -3.4307 0.0434 -2.4418
C14 -4.7998 -0.6596 -2.3671
C15 -4.8936 -2.0259 -3.0463
C16 -4.3079 -1.9780 -4.4554
C17 -2.8743 -1.4476 -4.4658
N4 -2.8686 -0.0895 -3.8255
O7 -3.3001 0.8128 -4.6243
C18 -1.9546 -2.4504 -3.7587
C19 -2.3566 -1.3075 -5.8923
C20 -3.6466 1.5230 -2.1356
H26 -1.6052 -1.0325 -1.8090
H27 -1.9929 0.3446 -0.8342
H28 -2.9261 -1.1312 -0.6504
H29 -5.5414 -0.0039 -2.8336
H30 -5.0762 -0.7411 -1.3138
H31 -4.4027 -2.7965 -2.4464
H32 -5.9452 -2.3136 -3.1048
H33 -4.3140 -2.9714 -4.9112
H34 -4.9305 -1.3341 -5.0838
H35 -0.9274 -2.0837 -3.7294
H36 -1.9659 -3.3811 -4.3280
H37 -2.2618 -2.6929 -2.7461
H38 -3.0159 -0.6977 -6.5042
H39 -2.2836 -2.2997 -6.3403
H40 -1.3652 -0.8528 -5.8988
H41 -2.7301 2.0913 -2.2956
H42 -3.9276 1.6111 -1.0844
H43 -4.4337 1.9596 -2.7459

Atoms 1-2, force components in eV/Å:
N -0.384 -0.179 -0.189
B 0.274 0.249 -0.018

Results
Multiplicity ... 3
⟨S²⟩ ... 2.01
HOMO energy (alpha / beta) ... -7.81 / -8.97 eV
Frontier orbital gap (alpha / beta) ... 8.192 / 9.123 eV
Total charge ... 0
LUMO (alpha / beta) ... 0.3775 / 0.1509 eV


4.
A structure of composition C20H43BNO4SbV. Source: the Open Molecules 2025 dataset; level of theory: ωB97M-V/def2-TZVPD.

CARTESIAN COORDINATES (ANGSTROEM)
V1 1.0293 0.6194 -0.8206
N1 3.1120 0.7117 -1.3910
C1 3.3473 2.0777 -1.9210
C2 2.0722 2.6548 -2.5274
O1 2.1311 3.6690 -3.1770
O2 0.9836 1.9832 -2.2095
H1 3.8644 0.3908 -0.7916
H2 3.0562 0.0195 -2.1390
H3 4.1441 2.1221 -2.6609
H4 3.6266 2.7251 -1.0892
C3 -3.8538 0.2406 0.8202
C4 -3.1422 1.4876 1.3614
C5 -3.5889 2.6931 0.5302
C6 -3.5372 1.6842 2.8193
Sb1 -1.0318 1.2263 0.9592
C7 -0.1505 3.1293 1.6845
C8 -0.2748 4.0849 0.4924
C9 -0.8128 3.7557 2.9093
C10 1.3326 2.9593 2.0057
C11 -0.3020 -0.3582 2.2663
C12 -0.5503 -0.1856 3.7603
C13 -0.9310 -1.6717 1.7827
C14 1.2052 -0.4531 2.0107
H5 -4.9365 0.4192 0.8303
H6 -3.6694 -0.6391 1.4360
H7 -3.5705 0.0002 -0.2071
H8 -4.6811 2.7786 0.5893
H9 -3.3243 2.5971 -0.5255
H10 -3.1716 3.6300 0.8995
H11 -4.6290 1.7952 2.8573
H12 -3.1060 2.5736 3.2724
H13 -3.2819 0.8290 3.4424
H14 -1.3096 4.2681 0.2020
H15 0.2478 3.7237 -0.3961
H16 0.1625 5.0539 0.7662
H17 -1.8284 4.0930 2.6973
H18 -0.2431 4.6443 3.2112
H19 -0.8470 3.0839 3.7694
H20 1.9032 2.4426 1.2257
H21 1.4988 2.4245 2.9423
H22 1.7834 3.9545 2.1093
H23 -1.5975 -0.3383 4.0186
H24 -0.2484 0.7959 4.1337
H25 0.0269 -0.9386 4.3131
H26 -1.9987 -1.7229 1.9945
H27 -0.4562 -2.5067 2.3153
H28 -0.7918 -1.8390 0.7128
H29 1.7650 0.3831 2.4206
H30 1.4700 -0.5675 0.9412
H31 1.5902 -1.3746 2.4636
C15 2.1195 -2.8128 -4.1280
C16 1.7748 -3.2062 -2.7002
C17 2.6376 -4.3670 -2.2497
O3 2.0742 -2.0642 -1.8656
B1 0.8716 -1.3308 -1.6093
O4 -0.2023 -2.0969 -2.0899
C18 0.2507 -3.4104 -2.4732
C19 -0.5207 -3.8394 -3.7068
C20 -0.0703 -4.3402 -1.3129
H32 3.1716 -2.5249 -4.1646
H33 1.5195 -1.9630 -4.4575
H34 1.9670 -3.6349 -4.8302
H35 3.6856 -4.1506 -2.4646
H36 2.3688 -5.2836 -2.7824
H37 2.5389 -4.5465 -1.1808
H38 -0.4674 -3.0868 -4.4908
H39 -1.5701 -3.9844 -3.4459
H40 -0.1388 -4.7850 -4.1028
H41 0.4604 -4.0407 -0.4066
H42 0.1846 -5.3782 -1.5368
H43 -1.1409 -4.2830 -1.1121

Atoms 1-2, force components in eV/Å:
V -0.391 0.662 -0.457
N 0.115 0.177 0.002

Results
Multiplicity ... 2
⟨S²⟩ ... 0.81
HOMO energy (alpha / beta) ... -6.97 / -6.12 eV
Frontier orbital gap (alpha / beta) ... 7.258 / 6.405 eV
Total charge ... 0
LUMO (alpha / beta) ... 0.2856 / 0.2879 eV


Calculated DFT total energy in order - -2006.5585; -6394.0538; -1956.5317; -2352.6891 a.u.